C20H47B3N3O5 | ωB97M-V/def2-TZVPD

- E: -1405.32813 a.u.
- Largest force on an atom: 0.84 eV/Å
- ⟨S²⟩: 2.01
- Total charge: -1
- HOMO-LUMO gap (spin up / spin down): 7.08 / 7.08 eV
- 2S+1: 3
- Highest occupied orbital energy (spin up / spin down): -0.164 / -0.164 Ha

XYZ file:
```
78
Properties=species:S:1:pos:R:3:forces:R:3
C -4.8695 2.2568 -0.8278 -0.1 0.0 0.0
C -4.3964 1.2418 -1.8617 0.1 0.1 -0.1
O -3.3720 0.4490 -1.3184 -0.1 0.0 0.3
B -3.5660 -0.8789 -0.8797 0.1 0.0 -0.2
O -4.5301 -1.6119 -1.6120 -0.2 -0.2 0.4
B -2.6987 -1.5053 0.4299 0.4 -0.1 -0.1
B -3.4815 -0.8180 1.7561 -0.2 -0.1 0.1
N -4.4413 -1.5218 2.6424 0.4 0.6 0.4
O -3.3639 0.5777 2.0769 0.2 0.1 -0.3
H -5.7738 2.7684 -1.1761 0.1 0.0 0.0
H -5.0882 1.7590 0.1197 0.0 0.0 -0.1
H -4.0943 3.0026 -0.6375 0.0 -0.1 0.0
H -3.9979 1.7689 -2.7376 0.0 0.0 0.0
H -5.2387 0.6397 -2.2258 0.0 0.0 0.1
H -5.4230 -1.2593 -1.5857 0.1 0.1 -0.2
H -1.5503 -1.0555 0.3871 0.0 0.0 0.0
H -2.7134 -2.7332 0.4616 -0.1 0.1 0.0
H -4.9131 -0.8490 3.2442 0.1 -0.1 0.1
H -3.9955 -2.2026 3.2469 -0.2 -0.4 -0.4
H -2.9118 0.6917 2.9201 -0.4 0.0 0.0
C -0.8574 1.8496 0.3583 -0.1 0.2 0.0
C 0.5190 2.3928 -0.0602 -0.2 -0.2 -0.1
C 1.5913 2.1359 1.0119 0.1 0.0 0.0
C 1.5015 3.0527 2.2262 -0.1 0.0 0.0
C 1.5104 4.5152 1.7918 0.1 0.0 0.0
C 0.3942 4.8395 0.7939 -0.3 0.0 -0.1
N 0.4950 3.8694 -0.3537 0.5 -0.1 0.3
O 1.3340 4.2388 -1.2474 -0.2 0.1 -0.2
C -0.9661 4.7989 1.4971 0.0 0.0 0.0
C 0.5721 6.2458 0.2320 0.1 0.0 0.0
C 0.9165 1.6573 -1.3347 0.1 0.0 0.0
H -1.5521 2.6072 0.6988 0.0 0.0 0.0
H -1.3541 1.3555 -0.4739 0.0 -0.1 0.0
H -0.7690 1.1042 1.1468 0.0 0.0 0.0
H 2.5796 2.2590 0.5541 0.0 0.1 0.0
H 1.5067 1.0892 1.3124 0.0 0.0 0.0
H 0.6060 2.8253 2.8111 0.0 0.0 0.0
H 2.3542 2.8656 2.8833 0.0 0.0 0.0
H 1.4037 5.1830 2.6521 0.0 0.0 0.0
H 2.4735 4.7425 1.3231 0.0 0.0 0.0
H -1.7787 4.8966 0.7761 0.0 0.0 0.0
H -1.0144 5.6446 2.1861 0.0 0.0 0.0
H -1.1319 3.8961 2.0762 0.0 0.0 0.0
H 1.5596 6.3859 -0.1986 0.0 0.0 0.0
H 0.4335 6.9622 1.0447 0.0 0.0 0.0
H -0.1696 6.4474 -0.5416 0.0 0.0 0.0
H 0.2444 1.9173 -2.1521 0.0 0.0 0.0
H 0.8113 0.5892 -1.1358 0.0 0.0 0.0
H 1.9392 1.8715 -1.6401 0.0 0.0 0.0
C 0.1435 -3.3116 -1.2769 0.0 -0.1 -0.1
C 1.0807 -3.6253 -0.0932 -0.2 0.0 -0.1
C 1.7017 -2.3461 0.4944 0.1 0.1 0.1
C 2.8303 -1.7492 -0.3405 -0.1 0.0 0.0
C 3.9033 -2.7968 -0.6181 0.0 0.1 0.1
C 3.3395 -4.0448 -1.3032 -0.1 -0.1 -0.2
N 2.1970 -4.5649 -0.4714 0.3 0.4 0.3
O 2.5841 -5.3270 0.4815 -0.1 -0.2 -0.1
C 2.9298 -3.7100 -2.7407 0.0 0.0 0.0
C 4.3985 -5.1394 -1.3767 0.1 0.0 0.0
C 0.2273 -4.2834 0.9841 0.0 0.1 0.1
H 0.5573 -3.5242 -2.2558 0.1 0.0 0.0
H -0.7691 -3.9006 -1.1936 0.0 0.0 0.0
H -0.1634 -2.2665 -1.2354 -0.1 0.0 0.0
H 2.0939 -2.5805 1.4903 0.0 -0.1 0.0
H 0.8868 -1.6294 0.6314 0.0 0.0 0.0
H 2.4426 -1.3358 -1.2743 0.0 0.0 0.0
H 3.2742 -0.9105 0.2005 0.0 0.0 0.0
H 4.6973 -2.3897 -1.2518 0.0 0.0 0.0
H 4.3659 -3.0970 0.3279 0.0 -0.1 0.0
H 2.4076 -4.5505 -3.2003 0.0 0.0 0.0
H 3.8380 -3.5154 -3.3142 0.0 0.0 0.0
H 2.3018 -2.8280 -2.8198 0.0 0.0 0.0
H 4.8136 -5.3634 -0.3982 0.0 0.0 0.0
H 5.2016 -4.7993 -2.0342 0.0 0.0 0.0
H 3.9762 -6.0578 -1.7866 0.0 0.0 0.0
H -0.1316 -5.2567 0.6474 0.0 0.0 0.0
H -0.6358 -3.6351 1.1524 0.0 0.0 0.0
H 0.7745 -4.4193 1.9147 0.0 0.0 0.0
```
Positions in Å, forces in eV/Å.